(1)
{
  "formula": "C2H6N6",
  "method": "ωB97M-V/def2-TZVPD",
  "symbols": ["C", "C", "H", "H", "H", "H", "H", "H", "N", "N", "N", "N", "N", "N"],
  "xyz": [[-0.61948, -1.00590, -0.03310], [0.28124, 1.03555, -0.07898], [2.18741, 0.08076, 1.04129], [2.43155, -0.85777, -0.60871], [-1.73422, -2.71460, -0.29724], [-2.32337, -0.26612, -0.56160], [-1.38654, 2.04393, 0.40719], [2.04011, 1.76180, -0.08697], [1.87339, -0.75551, 0.39564], [0.56869, -0.29659, -0.00320], [-0.77512, -2.27325, -0.21809], [-1.60769, 0.00914, 0.12430], [-1.03472, 1.25030, -0.16447], [1.09179, 2.03364, -0.02296]],
  "atomic_forces_ev_per_a": [[-0.93, -2.00, 0.23], [3.49, 2.65, 0.26], [-0.05, -2.17, -1.99], [-1.28, 0.77, 3.74], [1.41, 1.47, 0.41], [0.05, 0.74, 0.47], [0.46, -0.99, -0.56], [1.13, -0.34, 0.05], [0.33, 1.50, -2.29], [0.52, -0.88, 0.22], [-0.17, 0.99, 0.06], [-1.75, -2.13, -0.66], [-1.93, 0.56, 0.12], [-1.28, -0.17, -0.06]],
  "nbo_charge": [0.559, 0.537, 0.378, 0.378, 0.369, 0.375, 0.409, 0.334, -0.618, -0.308, -0.746, -0.457, -0.439, -0.773],
  "smiles": "[H]/N=c1\\[nH][nH]/c(=N/[H])n1N"
}

---

(2)
{
  "formula": "C18H19BrN2O3S",
  "method": "ωB97M-V/def2-TZVPD",
  "symbols": ["C", "H", "H", "H", "C", "C", "O", "N", "C", "C", "C", "C", "C", "C", "C", "H", "H", "C", "H", "H", "H", "S", "O", "O", "N", "C", "C", "C", "C", "C", "C", "H", "H", "Br", "H", "H", "C", "H", "H", "H", "H", "H", "H", "H"],
  "xyz": [[-5.11031, -1.23972, -0.06568], [-4.36000, -1.57921, 0.64514], [-4.97571, -1.79306, -0.99154], [-6.09427, -1.46916, 0.33572], [-4.98993, 0.26205, -0.33647], [-3.63935, 0.55795, -0.95809], [-3.47545, 0.53309, -2.15815], [-2.60942, 0.81064, -0.08890], [-1.28837, 1.03518, -0.46271], [-0.73980, 1.06830, -1.73704], [0.62349, 1.29331, -1.85529], [1.40358, 1.48398, -0.73223], [0.86046, 1.46821, 0.54378], [-0.48966, 1.23971, 0.66934], [-1.32387, 1.14108, 1.91014], [-1.25088, 2.04526, 2.51493], [-1.00044, 0.30008, 2.52628], [-2.74624, 0.93014, 1.36287], [-3.20276, 0.02903, 1.77672], [-3.38584, 1.78600, 1.60117], [1.49101, 1.63876, 1.40176], [3.17182, 1.69830, -0.88452], [3.55948, 1.51794, -2.24968], [3.58762, 2.89876, -0.22409], [3.76845, 0.40842, 0.05651], [3.11426, -0.80793, -0.06059], [2.93935, -1.66859, 1.02557], [2.23347, -2.84852, 0.88264], [1.69634, -3.17984, -0.34713], [1.89025, -2.36149, -1.44768], [2.60165, -1.18876, -1.30478], [2.78447, -0.56253, -2.16069], [1.49279, -2.64101, -2.41099], [0.68443, -4.78150, -0.52757], [2.09780, -3.50375, 1.72971], [3.34939, -1.42664, 1.99210], [4.48049, 0.74579, 1.26448], [4.90785, 1.73332, 1.11207], [5.28118, 0.02498, 1.43403], [3.82616, 0.77950, 2.14201], [1.09651, 1.32399, -2.82356], [-1.35855, 0.91775, -2.60491], [-5.15613, 0.83318, 0.57561], [-5.74532, 0.54703, -1.07029]],
  "atomic_forces_ev_per_a": [[-0.03, 0.12, 0.01], [0.05, -0.08, 0.08], [0.01, -0.07, -0.05], [-0.05, -0.07, 0.04], [0.01, -0.11, -0.14], [-0.35, 0.11, 0.22], [-0.02, -0.07, -0.30], [0.03, -0.05, -0.01], [0.62, 0.09, -0.14], [-0.11, 0.01, -0.13], [0.14, 0.08, 0.04], [0.63, 0.17, -0.18], [-0.22, 0.03, 0.00], [0.04, 0.01, -0.19], [0.05, -0.04, 0.05], [-0.04, -0.04, 0.02], [-0.04, 0.03, 0.02], [-0.37, 0.06, 0.46], [-0.02, 0.11, 0.00], [0.04, -0.13, 0.03], [0.06, -0.01, 0.21], [-0.10, -0.14, 0.29], [-0.20, -0.19, -0.10], [-0.08, 0.01, 0.27], [-0.16, 1.09, -0.54], [-0.32, -0.92, -0.26], [0.15, 0.34, -0.08], [-0.13, -0.17, -0.16], [-0.10, -0.17, 0.04], [-0.06, -0.10, 0.13], [0.09, -0.21, 0.09], [0.00, -0.06, -0.13], [-0.03, -0.02, -0.07], [0.09, 0.12, 0.00], [-0.01, -0.04, 0.05], [0.05, 0.07, 0.11], [0.17, 0.31, 0.22], [0.10, -0.11, 0.21], [-0.05, -0.01, -0.02], [0.03, -0.02, 0.02], [0.01, -0.05, -0.15], [0.02, 0.00, 0.00], [-0.01, 0.03, 0.01], [0.12, 0.09, 0.05]],
  "nbo_charge": [-0.595, 0.200, 0.223, 0.216, -0.494, 0.699, -0.601, -0.434, 0.166, -0.229, -0.195, -0.270, -0.235, 0.038, -0.448, 0.228, 0.225, -0.202, 0.206, 0.201, 0.226, 2.308, -0.929, -0.933, -0.683, 0.235, -0.283, -0.213, -0.101, -0.216, -0.263, 0.249, 0.232, 0.044, 0.227, 0.220, -0.418, 0.252, 0.210, 0.180, 0.244, 0.265, 0.209, 0.238],
  "smiles": "CCC(=O)N1CCc2cc(S(=O)(=O)N(C)c3ccc(Br)cc3)ccc21"
}

---

no.,gap between HOMO and LUMO (eV),LUMO (eV)
1,9.7010,0.720
2,8.7906,0.355